ORCA calculation (ωB97M-V with the def2-TZVPD basis set) on a 7-piece molecular cluster, C9H34N11O7 overall at a distorted geometry.

Computed properties:
Net charge   +1
Electronic energy   -1492.2829 Ha
Kohn-Sham gap   9.94 eV

The geometry in XYZ format:
```
61
C9H34N11O7, DFT ωB97M-V with the def2-TZVPD basis set
O -0.4694 -0.0047 -1.0677
H 0.4966 -0.1948 -1.2388
H -0.8679 -0.7093 -0.5056
H -0.5680 0.8974 -0.6574
C 0.2918 -3.7463 -1.7060
O 0.4617 -2.5559 -1.3912
N 0.5247 -4.2229 -2.9666
N -0.0550 -4.6465 -0.7556
H 0.9009 -5.1569 -3.0106
H 1.0347 -3.5588 -3.5305
H 0.0271 -5.6354 -0.9042
H -0.0537 -4.2557 0.1693
C -1.6335 2.5828 1.4200
O -1.5852 2.2268 0.2279
N -2.0167 1.7884 2.4424
N -1.0871 3.7846 1.7701
H -2.2333 2.2162 3.3257
H -2.3335 0.8419 2.3029
H -0.7822 4.2957 0.9615
H -1.4319 4.2496 2.5934
C -3.1131 -0.9528 -0.7067
O -2.2012 -1.2858 0.0644
N -4.4185 -0.8827 -0.2736
N -2.9223 -0.5321 -1.9819
H -5.0760 -0.7819 -1.0245
H -4.7349 -0.7541 0.6646
H -1.9918 -0.6606 -2.3468
H -3.7063 -0.6530 -2.5995
C 2.9918 0.8320 -1.5315
O 1.8738 0.5954 -2.0295
N 3.3092 2.1045 -1.1839
N 3.9165 -0.1372 -1.3469
H 2.6212 2.7326 -1.5681
H 4.1333 2.2583 -0.6368
H 4.7576 0.0944 -0.8540
H 3.7660 -1.0209 -1.7942
C 0.5100 3.1565 -3.2555
O 0.1466 2.2173 -3.9377
N 1.6046 3.9264 -3.5808
N -0.1411 3.6049 -2.1293
H 1.8824 4.6723 -2.9727
H 2.1551 3.6803 -4.3815
H 0.1530 4.3152 -1.4932
H -1.0275 3.1523 -1.9754
C 2.4740 -0.9315 2.4079
C 0.9546 -0.9578 2.2038
C 0.2491 -1.0857 3.5480
O -1.1332 -0.9176 3.4228
C -1.8310 -2.0548 2.9713
N 0.5536 0.2968 1.5198
H 2.8421 -1.6736 3.1232
H 2.9941 0.0027 2.6348
H 3.0037 -1.2506 1.5010
H 0.7190 -1.7444 1.4806
H 0.6295 -0.2370 4.1282
H 0.5129 -1.9835 4.1187
H -2.0957 -2.6595 3.8467
H -1.3800 -2.6937 2.2077
H -2.7496 -1.7091 2.4988
H 1.3075 0.9635 1.6916
H -0.1591 0.7585 2.0907
```

ORCA calculation (ωB97M-V with the def2-TZVPD basis set) on C4H9NO as an isolated structure at a distorted geometry.

Computed properties:
Electronic energy   -287.7351 Ha
Kohn-Sham gap   10.08 eV
ΔE to the lowest compared entry with this formula, charge and spin   255.5 kJ/mol

The geometry in XYZ format:
```
15
C4H9NO, DFT ωB97M-V with the def2-TZVPD basis set
C -0.7028 -1.3165 0.3219
C -0.3505 0.1190 -0.1036
C -1.3345 1.1676 0.3468
C 1.0440 0.4938 -0.1752
O 1.4644 1.5866 0.1608
N 1.8770 -0.6379 -0.5468
H -1.5558 -1.3737 1.0246
H 0.1577 -1.8157 0.7799
H -0.9631 -1.8887 -0.5603
H 0.1403 0.4460 -1.3556
H -1.0949 2.1072 -0.1438
H -2.3708 0.8647 0.1469
H -1.2525 1.3415 1.4296
H 2.3206 -0.5466 -1.4584
H 2.6210 -0.5473 0.1331
```

ORCA calculation (ωB97M-V with the def2-TZVPD basis set) on C39H24N10O2Pd as an isolated structure.

Computed properties:
Spin multiplicity   3
Electronic energy   -2326.6676 Ha
Kohn-Sham gap (alpha / beta)   4.63 / 6.35 eV

The geometry in XYZ format:
```
76
C39H24N10O2Pd, DFT ωB97M-V with the def2-TZVPD basis set
Pd 0.4151 0.0597 1.0635
C 6.0752 -1.2938 -1.8638
C 6.5692 -0.3032 -1.0183
C 5.7650 0.2906 -0.0537
C 4.4599 -0.1522 0.0519
C 3.3615 0.2066 0.9550
N 2.2575 -0.5207 0.6168
C 2.5598 -1.3332 -0.4477
N 1.7654 -2.1709 -1.0506
C 0.4509 -2.2401 -0.8297
C -0.4275 -3.2159 -1.4277
C -0.1955 -4.2846 -2.2829
C -1.2909 -5.0184 -2.7053
C -2.5848 -4.7118 -2.2702
C -2.8237 -3.6377 -1.4287
C -1.7330 -2.8816 -1.0218
C -1.6156 -1.6830 -0.2161
N -2.6638 -0.9551 0.1978
C -2.5451 0.1134 0.9496
N -1.4243 0.5649 1.5636
C -1.7314 1.6649 2.3369
N -0.9475 2.2509 3.1910
C 0.3675 2.0230 3.2747
N 1.1371 1.4135 2.3174
C 2.4383 1.4462 2.6961
N 3.4791 1.0176 1.9684
C 2.5360 2.0983 3.9843
C 3.6070 2.3219 4.8381
C 3.3414 2.8987 6.0692
C 2.0422 3.2741 6.4256
C 0.9707 3.0658 5.5736
C 1.2243 2.4611 4.3495
C -3.1530 1.9631 2.1702
C -3.9663 2.9480 2.6971
C -5.3199 2.9025 2.3861
C -5.8379 1.9048 1.5647
C -5.0156 0.9285 1.0159
C -3.6694 0.9776 1.3199
N -0.3063 -1.3587 -0.1025
C 3.9599 -1.1337 -0.8116
C 4.7542 -1.7145 -1.7818
H 6.7379 -1.7402 -2.5934
H 7.6041 -0.0010 -1.1107
H 6.1346 1.0700 0.5991
H 0.8093 -4.5267 -2.6022
H -1.1486 -5.8418 -3.3931
H -3.4129 -5.3248 -2.6016
H -3.8216 -3.3794 -1.0987
H 4.6098 2.0424 4.5436
H 4.1455 3.0362 6.7801
H 1.8690 3.7204 7.3963
H -0.0365 3.3492 5.8482
H -3.5470 3.7304 3.3151
H -5.9875 3.6526 2.7896
H -6.8982 1.8931 1.3492
H -5.4024 0.1450 0.3779
H 4.3464 -2.4706 -2.4391
O -4.9337 -0.9800 -3.3179
C -3.7825 -1.2378 -4.0886
N -2.6708 -0.6625 -3.3795
C -1.5575 -0.2737 -4.0444
O -1.4383 -0.3959 -5.2536
C -0.4583 0.3149 -3.2160
C 0.8436 0.2211 -3.6971
C 1.8611 0.8378 -2.9929
C 1.5466 1.4901 -1.8088
N 0.3134 1.5493 -1.3127
C -0.6651 1.0021 -2.0290
H -5.7004 -1.3238 -3.7824
H -3.8254 -0.7711 -5.0757
H -3.6298 -2.3177 -4.2224
H -2.7482 -0.6331 -2.3730
H 1.0252 -0.3182 -4.6170
H 2.8841 0.8069 -3.3426
H 2.3149 2.0032 -1.2389
H -1.6663 1.1473 -1.6325
```

ORCA calculation (ωB97M-V with the def2-TZVPD basis set) on C27H33As2FNO4Pd as an isolated structure.

Computed properties:
Net charge   +1
Electronic energy   -6103.4937 Ha
Kohn-Sham gap   8.25 eV

The geometry in XYZ format:
```
69
C27H33As2FNO4Pd, DFT ωB97M-V with the def2-TZVPD basis set
Pd 0.2064 0.1773 0.0808
C -0.7016 -0.6425 3.5274
As 0.4044 0.4881 2.4225
C -0.0079 2.2891 2.9703
C 2.2445 0.2075 2.9350
C 2.7067 0.3190 4.2419
C 4.0608 0.1923 4.5118
C 4.9595 -0.0343 3.4785
C 4.5041 -0.1594 2.1749
C 3.1448 -0.0447 1.9017
As 2.4580 -0.3472 0.1061
C 3.6299 0.6712 -1.0495
C 2.9585 -2.1874 -0.2205
H -0.7049 -0.2838 4.5556
H -0.3320 -1.6644 3.4886
H -1.7107 -0.6051 3.1209
H 0.2785 2.4375 4.0100
H -1.0748 2.4511 2.8288
H 0.5380 2.9768 2.3287
H 2.0136 0.5090 5.0531
H 4.4186 0.2767 5.5292
H 6.0171 -0.1171 3.6906
H 5.2145 -0.3458 1.3775
H 4.6165 0.2108 -1.0774
H 3.7126 1.6894 -0.6761
H 3.2127 0.6843 -2.0547
H 3.9870 -2.3556 0.0942
H 2.8643 -2.4004 -1.2839
H 2.2887 -2.8354 0.3408
C -7.2494 -1.0023 -1.6925
C -6.9826 -1.1611 -0.2012
C -7.7155 -2.3364 0.4288
C -7.2201 -3.6534 -0.1507
C -5.7179 -3.7366 -0.0783
C -5.0786 -4.9563 -0.0883
C -3.6935 -5.0229 0.0036
F -3.1116 -6.2342 -0.0099
C -2.9185 -3.9054 0.1224
C -3.5398 -2.6520 0.1308
C -2.7043 -1.4472 0.2547
O -1.4679 -1.5730 0.3565
C -3.4085 -0.2027 0.2599
C -4.7758 -0.2185 0.1526
N -5.5302 -1.3132 0.0384
C -4.9345 -2.5691 0.0241
C -2.8020 1.1825 0.3772
O -3.5563 2.1136 0.6169
O -1.5217 1.3305 0.2896
H -8.3204 -0.9084 -1.8742
H -6.8779 -1.8588 -2.2562
H -6.7593 -0.1073 -2.0763
H -7.2698 -0.2459 0.3167
H -8.7858 -2.2174 0.2620
H -7.5503 -2.3204 1.5086
H -7.5446 -3.7572 -1.1894
H -7.6538 -4.4940 0.3912
H -5.6448 -5.8770 -0.1543
H -1.8445 -3.9692 0.2208
H -5.2952 0.7321 0.1604
C -0.0082 -2.0378 -2.4205
O -0.0693 -0.6416 -2.8135
C 0.0212 0.2822 -1.9346
C -0.1433 1.6290 -2.5272
H -0.7379 -2.5533 -3.0377
H -0.2509 -2.1379 -1.3657
H 0.9891 -2.4000 -2.6576
H 0.0625 1.6403 -3.5975
H 0.4345 2.3682 -1.9779
H -1.1928 1.8995 -2.3561
```